(A)
A gas-phase ion, C8H9NO3P (charge -1). Source: the Open Molecules 2025 dataset; level of theory: ωB97M-V/def2-TZVPD.

For the gap between HOMO and LUMO, the calculation gives 7.96 eV. As for the charge: -1. As for the HOMO energy: -4.7 eV.

Last column: Löwdin charge in e.
CARTESIAN COORDINATES (ANGSTROEM)
C1 1.88 0.43 -2.20  -0.15
C2 2.09 1.49 -1.38  -0.13
C3 1.11 -0.69 -1.88  -0.04
C4 1.48 1.54 -0.08  -0.06
C5 0.52 -0.60 -0.62  -0.25
C6 0.71 0.43 0.25  -0.03
C7 -0.47 -1.65 -0.10  -0.13
C8 -0.65 -0.30 1.73  -0.20
N1 -0.39 -1.55 1.36  -0.06
O1 -2.30 1.42 2.90  -0.36
O2 -2.26 1.24 0.35  -0.20
O3 -3.33 -0.68 1.71  -0.39
P1 -2.32 0.45 1.78  0.22
H1 2.46 0.52 -3.08  0.07
H2 2.48 2.43 -1.80  0.09
H3 0.83 -1.55 -2.52  0.11
H4 1.74 2.33 0.67  0.10
H5 -1.44 -1.40 -0.41  0.09
H6 -0.37 -2.54 -0.63  0.09
H7 -0.10 0.05 2.61  0.09
H8 -2.08 0.57 -0.35  0.05
H9 0.43 -1.92 1.70  0.09

---

(B)
A gas-phase ion, C8H9NO3P (charge -1). Source: the Open Molecules 2025 dataset; level of theory: ωB97M-V/def2-TZVPD.

For the gap between HOMO and LUMO, the calculation gives 7.66 eV. As for the charge: -1. As for the HOMO energy: -4.4 eV.

Last column: Löwdin charge in e.
CARTESIAN COORDINATES (ANGSTROEM)
O1 0.28 -2.06 2.25  -0.13
C1 -0.60 -1.34 1.80  -0.33
N1 -0.40 -0.25 1.04  -0.09
C2 -1.42 0.45 0.31  -0.22
C3 -1.84 -0.14 -0.98  -0.11
C4 -2.80 1.04 -1.72  -0.79
O2 -2.65 2.19 -1.41  -0.03
O3 -3.50 0.60 -2.62  -0.07
C5 0.93 -0.03 0.63  -0.43
P1 2.20 -1.05 1.28  0.95
C6 3.40 -0.13 0.27  -0.33
C7 2.81 0.96 -0.39  -0.18
C8 1.36 0.99 -0.21  -0.10
H1 -1.82 -1.50 2.02  0.19
H2 -1.12 1.44 0.10  0.09
H3 -2.31 0.26 0.95  0.13
H4 -1.07 -0.27 -1.73  0.09
H5 -2.59 -1.02 -1.09  0.12
H6 1.83 -1.90 0.31  -0.01
H7 4.37 -0.47 0.08  0.01
H8 3.35 1.80 -0.91  0.10
H9 0.78 1.64 -0.96  0.14

---

In terms of stability, (A) leads; the second structure lies 49.1 kcal/mol higher.

---

(A)
2 unconnected molecules or ions with the total composition CH4N4. Source: the Open Molecules 2025 dataset; level of theory: ωB97M-V/def2-TZVPD.

For the gap between HOMO and LUMO, the calculation gives 10.33 eV. As for the HOMO energy: -9.5 eV.

Last column: Löwdin charge in e.
CARTESIAN COORDINATES (ANGSTROEM)
C1 -1.32 0.62 0.04  -0.09
N1 2.73 0.57 0.89  0.17
N2 2.15 -0.01 0.15  -0.34
N3 -1.08 -0.61 -0.03  -0.01
N4 1.60 -0.69 -0.69  0.08
H1 -2.32 1.02 0.15  0.07
H2 -0.52 1.22 -0.10  0.03
H3 -1.86 -1.38 0.15  0.13
H4 0.62 -0.73 -0.55  -0.03

---

(B)
CH4N4 in the gas phase. Source: the Open Molecules 2025 dataset; level of theory: ωB97M-V/def2-TZVPD.

For the gap between HOMO and LUMO, the calculation gives 9.75 eV. As for the HOMO energy: -9.0 eV.

Last column: Löwdin charge in e.
CARTESIAN COORDINATES (ANGSTROEM)
C1 -0.09 -1.04 -0.19  -0.12
N1 -1.49 -0.91 -0.12  -0.04
N2 -1.91 0.24 0.12  -0.01
N3 -0.95 1.20 -0.02  -0.12
N4 0.31 0.67 -0.28  -0.03
H1 0.46 -1.34 0.70  0.09
H2 0.17 -1.57 -1.10  0.08
H3 -1.18 1.82 -0.72  0.08
H4 1.07 0.72 0.42  0.07

---

(C)
A molecular structure, CH4N4. Source: the Open Molecules 2025 dataset; level of theory: ωB97M-V/def2-TZVPD.

For the gap between HOMO and LUMO (alpha / beta), the calculation gives 8.46 / 8.46 eV. As for the HOMO energy (alpha / beta): -8.9 / -8.9 eV.

Last column: Löwdin charge in e.
CARTESIAN COORDINATES (ANGSTROEM)
N1 -1.77 0.23 0.29  0.07
C1 1.23 -0.40 -0.15  -0.43
N2 -0.77 -0.62 0.06  -0.15
N3 0.34 -0.27 0.81  -0.01
N4 2.37 -0.04 -0.53  0.08
H1 -1.58 1.17 0.63  0.11
H2 -2.67 -0.05 -0.06  0.11
H3 2.69 0.80 -0.04  0.05
H4 0.16 -0.81 -1.01  0.18

---

In terms of stability, (A) leads; the second structure lies 15.8 kcal/mol higher.

---

(A)
3 unconnected molecules or ions with the total composition C3H9NO4. Source: the Open Molecules 2025 dataset; level of theory: ωB97M-V/def2-TZVPD.

For the gap between HOMO and LUMO, the calculation gives 10.62 eV. As for the HOMO energy: -10.1 eV.

Last column: Löwdin charge in e.
CARTESIAN COORDINATES (ANGSTROEM)
O1 0.28 -0.61 2.65  0.07
C1 0.70 -0.54 1.55  -0.26
C2 0.93 0.85 0.87  -0.09
N1 1.87 0.64 -0.29  0.03
C3 1.41 0.47 -1.56  -0.35
O2 0.27 0.19 -1.79  0.03
H1 0.89 -1.45 1.00  0.12
H2 0.09 1.40 0.60  0.08
H3 1.35 1.59 1.58  0.14
H4 2.80 1.03 -0.23  0.13
H5 2.10 0.38 -2.32  0.11
O3 -2.01 0.28 1.43  -0.07
H6 -2.49 -0.43 1.97  0.10
H7 -1.58 -0.23 0.76  0.00
O4 -2.53 -1.27 -2.17  -0.01
H8 -1.87 -0.58 -2.51  0.07
H9 -2.22 -1.73 -1.52  -0.09

---

(B)
2 unconnected molecules or ions with the total composition C3H9NO4. Source: the Open Molecules 2025 dataset; level of theory: ωB97M-V/def2-TZVPD.

For the gap between HOMO and LUMO, the calculation gives 10.07 eV. As for the HOMO energy: -9.7 eV.

Last column: Löwdin charge in e.
CARTESIAN COORDINATES (ANGSTROEM)
O1 2.33 0.89 -0.82  0.08
C1 1.73 -0.04 -0.34  -0.61
O2 2.10 -1.28 -0.68  0.10
N1 0.56 0.04 0.40  0.08
C2 -0.36 -1.08 0.47  -0.19
C3 -1.91 -0.89 0.56  -0.18
O3 -2.51 -0.91 -0.80  -0.12
H1 1.86 -1.87 0.07  0.11
H2 0.11 0.86 0.70  0.08
H3 -0.07 -1.78 1.27  0.11
H4 -0.36 -1.62 -0.54  0.15
H5 -2.36 -1.81 0.95  0.12
H6 -2.11 0.07 1.03  0.10
H7 -2.43 -0.04 -1.26  0.10
O4 -1.11 2.71 0.99  -0.06
H8 -0.32 3.30 1.11  0.08
H9 -1.48 3.25 0.31  0.03

---

In terms of stability, (B) leads; the second structure lies 22.8 kcal/mol higher.

---

(A)
C4H6N2S2 in the gas phase. Source: the Open Molecules 2025 dataset; level of theory: ωB97M-V/def2-TZVPD.

For the gap between HOMO and LUMO, the calculation gives 7.64 eV. As for the HOMO energy: -8.3 eV.

Last column: Löwdin charge in e.
CARTESIAN COORDINATES (ANGSTROEM)
S1 -1.54 -1.07 -2.38  0.73
C1 -0.84 -0.67 -0.97  -0.68
C2 -1.26 0.50 -0.16  -0.23
C3 -0.33 0.74 1.05  -0.19
N1 1.10 0.74 0.78  -0.04
N2 1.51 -0.47 0.14  -0.05
C4 0.73 -1.40 -0.43  -0.81
S2 1.06 -2.86 -1.05  0.62
H1 -1.23 1.40 -0.65  0.09
H2 -2.18 0.45 0.25  0.08
H3 -0.45 1.65 1.47  0.09
H4 -0.52 -0.09 1.61  0.09
H5 1.42 1.52 0.17  0.14
H6 2.51 -0.43 0.16  0.14

---

(B)
A molecular structure, C4H6N2S2. Source: the Open Molecules 2025 dataset; level of theory: ωB97M-V/def2-TZVPD.

For the gap between HOMO and LUMO, the calculation gives 7.97 eV. As for the HOMO energy: -7.7 eV.

Last column: Löwdin charge in e.
CARTESIAN COORDINATES (ANGSTROEM)
C1 0.70 -0.77 -0.66  -0.48
C2 -0.20 -1.16 0.32  -0.15
C3 -0.97 -0.14 0.66  -0.65
C4 -0.47 0.95 0.10  -0.62
H1 1.82 -1.15 -2.41  0.18
H2 1.02 -2.62 -0.94  0.23
H3 -0.65 -2.22 0.31  0.14
H4 -2.31 1.13 1.91  -0.21
H5 0.72 2.93 1.34  -0.03
H6 1.02 1.40 -1.27  0.18
N1 1.71 -1.54 -1.25  0.02
N2 0.52 0.58 -0.81  0.06
S1 -2.22 -0.19 2.06  0.73
S2 -0.69 2.80 0.65  0.60

---

In terms of stability, (A) leads; the second structure lies 21.2 kcal/mol higher.